1.
Below is C24H34BrGaN8S as an isolated structure, with properties calculated with ωB97M-V/def2-TZVPD.

Structure (XYZ):
```
69
Properties=species:S:1:pos:R:3:forces:R:3
H 1.38807 -1.28240 -4.87296 0.010 0.004 -0.018
C 1.96597 1.36782 -0.24120 0.029 -0.068 -0.036
H -1.73657 -0.61681 4.52238 -0.027 0.014 -0.026
H -5.08923 -3.73486 -2.58458 0.020 0.040 0.003
H -0.52362 1.39256 -3.80617 -0.100 0.012 -0.103
N 2.15214 -1.20228 -1.63136 0.094 -0.266 -0.067
H 1.62210 -1.61674 3.43809 -0.018 0.008 0.008
Br -0.88010 3.68502 -0.66972 -0.033 -0.084 -0.064
H -4.19429 -0.11049 1.97313 -0.039 -0.025 0.025
C -3.25573 -2.70585 -2.04836 0.232 0.378 0.071
H -2.97329 -2.41739 1.46156 -0.026 0.003 -0.025
H 1.66844 -0.50245 2.07182 0.027 0.064 -0.143
C 2.48826 3.41016 2.86273 0.004 0.025 0.023
N -4.57784 -0.45331 -2.44458 -0.033 -0.075 -0.092
H 3.19359 -1.05215 -3.45396 -0.014 0.030 -0.003
C 1.28199 3.32510 3.48889 -0.004 0.030 0.063
H -3.36419 -0.05518 0.41583 -0.127 0.047 -0.201
H -5.04765 0.43727 -2.57408 -0.046 -0.030 -0.019
H -0.60308 -1.97750 4.66186 0.000 -0.016 -0.037
H 4.73094 3.50823 1.46693 -0.030 -0.020 -0.018
H -3.07817 -2.12592 3.20381 -0.023 -0.011 0.013
N -0.57507 0.92672 1.34398 0.433 -0.114 -0.356
H 1.36557 -1.47066 0.27874 -0.106 0.016 0.018
C 3.16819 -1.68144 -2.57024 -0.033 -0.031 0.069
H 5.13662 2.47712 -0.74295 -0.040 -0.003 0.033
N -0.14364 -0.56482 3.13797 0.012 -0.157 -0.003
H 0.68262 -2.15968 -3.49851 -0.003 -0.001 0.003
H -0.13267 -0.36513 5.21223 0.013 0.011 -0.015
N -2.60283 -1.55379 -1.89012 -0.135 -0.349 0.086
C 3.97123 2.90230 0.98867 0.038 -0.004 -0.016
C -0.69460 -0.91098 4.45284 0.041 0.032 -0.112
S -2.52807 1.13611 -2.07903 -0.420 -0.004 0.124
C 1.31954 -0.20302 -1.93763 -0.306 0.451 -0.271
C -3.27024 0.17280 1.47272 0.186 -0.181 0.339
C 0.54687 1.21834 -3.78031 0.178 -0.176 0.129
H -6.28482 -1.53614 -2.92183 -0.007 0.043 0.002
N -2.17377 -0.58511 2.06337 -0.116 -0.080 -0.191
H 3.28457 4.01677 3.27794 -0.041 -0.028 -0.020
C 2.72470 2.74084 1.63587 -0.101 -0.052 -0.045
C -5.24598 -1.61066 -2.63224 -0.167 0.266 -0.036
C 3.17423 1.59775 -0.84982 0.032 -0.103 -0.049
H 2.39136 -2.78689 -0.30967 0.007 -0.019 -0.017
C 4.19521 2.33321 -0.22777 0.080 0.038 0.009
H -3.11915 1.23798 1.61630 0.059 0.081 -0.072
C 0.64770 -1.23878 -4.07408 0.007 0.061 0.118
C -3.26215 -0.41958 -2.11149 0.379 -0.124 -0.035
H 1.09290 3.86888 4.40665 0.018 -0.036 -0.066
N 0.86220 -0.09158 -3.19718 -0.047 0.091 0.189
H -2.68368 -3.60723 -1.86066 0.010 0.013 0.014
H 3.33999 1.23390 -1.85909 -0.010 0.019 0.043
C -0.92639 -0.07539 2.15308 -0.326 0.220 0.285
H -0.33943 -1.14108 -4.52665 -0.010 -0.004 -0.008
C 1.31225 -0.63287 3.08152 -0.089 0.070 0.127
H 1.76940 0.12965 3.71409 -0.004 0.034 0.008
H 4.14289 -1.62462 -2.08363 -0.008 0.005 0.037
H -0.68592 2.42668 3.43539 0.023 0.013 -0.010
H 0.93509 1.23410 -4.79674 0.028 0.049 -0.041
H -1.52406 -2.54522 2.46083 0.018 0.026 0.018
Ga -0.80977 1.38391 -0.55904 0.216 0.137 0.174
H 3.13056 -1.27219 0.23663 0.035 0.048 0.039
H 2.98939 -2.71466 -2.86892 -0.017 -0.002 0.016
C 2.26811 -1.70519 -0.27278 0.132 0.033 -0.097
H 1.02321 2.00425 -3.20141 0.004 0.044 0.013
C 0.48511 1.80670 1.78855 -0.006 -0.115 0.089
C -4.59075 -2.78696 -2.44328 -0.002 -0.299 -0.002
C -2.45083 -1.99636 2.32196 0.020 0.130 0.020
C 0.27292 2.51499 2.93684 0.025 -0.058 0.040
N 0.93852 0.71155 -1.01303 0.149 -0.095 0.118
C 1.70516 1.93264 1.05185 -0.043 0.045 -0.048
```
Positions in Å, forces in eV/Å.

Computed properties:
net charge = +2
Kohn-Sham gap = 6.07 eV
F_max = 0.0118 Eh/bohr
DFT total energy = -6269.59758 hartree

2.
Below is a 3-piece molecular cluster, C19H37F3O5 overall in a non-equilibrium geometry, with properties calculated with ωB97M-V/def2-TZVPD.

Structure (XYZ):
```
64
Properties=species:S:1:pos:R:3:forces:R:3
C 3.95939 -1.37138 1.76369 1.093 1.459 -0.194
O 1.06099 -0.55150 0.14027 -0.464 -2.863 0.180
O 1.02888 -1.16704 4.94390 -1.462 0.231 1.044
H -0.79361 2.30977 -4.54669 -0.037 0.100 0.035
H -1.52963 3.78958 -5.19636 -0.022 -0.074 -0.007
H 0.41932 -0.58593 -2.52475 -0.042 -0.052 -0.059
C -2.32468 3.15917 -3.27835 -0.446 -0.195 -0.516
H -0.20831 -2.24434 -5.85890 -0.045 0.109 0.097
C -0.40466 0.82087 3.44812 -1.090 0.611 0.746
F 3.08392 -1.44983 2.86773 1.918 -0.095 -2.049
H 2.38260 -3.60568 -0.50443 0.237 1.668 0.240
H 1.66097 0.61153 5.82421 -1.242 -1.103 -0.236
H -1.93771 2.89937 0.99940 0.172 -1.617 0.324
H -0.90908 -0.70755 1.07920 1.075 0.032 -1.168
C -0.02941 -2.14183 4.94010 -0.257 -1.232 -0.965
C 0.70031 -0.01569 5.74490 0.550 1.702 0.003
H -0.45751 -3.84813 -5.18684 -0.051 0.068 0.079
H -1.68712 -2.59145 -4.93756 0.057 -0.002 -0.043
H -3.17606 1.41003 -3.10167 0.068 0.119 0.052
H -4.37798 3.33478 -3.94918 0.118 0.012 -0.093
H -3.49341 4.87484 -3.90927 -0.047 -0.059 0.011
H 2.86121 -1.98389 -1.24884 -0.173 -0.534 1.278
C 2.64353 -2.51541 -0.27181 -0.526 0.071 0.023
H 0.61761 1.04661 3.00871 -1.222 -0.529 0.643
H 4.86835 -2.48335 0.09101 -1.251 0.023 0.770
O 1.48502 -2.64909 -3.82392 0.128 -0.212 0.261
C 3.91197 -2.54291 0.70432 0.011 0.635 0.588
C -1.49266 1.86178 2.90594 -0.140 -0.829 -0.018
H -0.50635 1.85011 -0.55516 0.238 -0.472 1.369
F 5.57643 0.14259 0.64263 -1.368 -0.859 2.747
H -1.61424 3.74137 -2.68534 -0.045 -0.207 0.104
H 0.32251 -0.27428 -4.24994 -0.106 -0.089 -0.077
H -2.66541 1.23133 1.04669 1.451 0.468 0.228
C 1.32574 -1.90374 0.41013 0.308 -1.705 1.126
H -0.29602 -2.94438 -2.87490 0.228 -0.045 -0.023
F 4.97315 0.48028 2.92444 -0.091 -1.080 -3.342
C -1.72907 2.86645 -4.64657 0.304 -0.005 -0.040
C -0.42638 0.92511 5.06462 -0.402 -1.853 -0.475
O 0.66952 -2.65052 1.15133 1.089 2.536 -2.079
O -2.54860 1.93238 -2.58576 0.193 -0.085 0.306
H 0.41315 -0.27359 6.82093 0.202 0.057 -1.392
H -0.40424 1.99541 5.43905 0.175 -1.318 -0.432
H -4.05788 4.11367 -2.40753 0.096 0.025 -0.059
C -0.35199 -0.23564 0.21314 -1.173 2.314 0.676
C -3.63575 3.92011 -3.39696 -0.078 0.206 0.214
C -1.71874 1.81142 1.30658 0.384 1.313 0.396
H 1.83689 -2.13894 -4.56456 -0.087 -0.060 0.099
H 0.11648 -2.78226 3.99594 -0.133 1.014 1.340
H -0.85527 -0.47795 -0.78608 0.723 0.187 1.495
H -2.40587 2.24482 -5.24177 -0.081 0.120 0.037
H -0.78470 -0.22335 3.15725 1.016 1.454 0.388
C -0.61279 -2.78319 -4.99600 -0.121 -0.286 -0.023
H -1.43080 0.45262 5.37243 1.243 1.040 -0.379
H -1.15916 -0.62991 -3.33564 0.073 0.068 -0.018
H -0.00148 -2.86960 5.81860 0.121 1.150 -0.785
H -1.21447 2.90337 3.26868 -0.316 -1.198 -0.637
C -0.42911 1.37196 0.47812 -0.580 -0.737 -1.040
C -0.10010 -0.87884 -3.44066 -0.022 0.065 0.250
C 0.09111 -2.36199 -3.71562 0.072 0.467 -0.547
C 4.82088 -0.26898 1.73485 -1.304 -1.343 1.191
H 3.96213 -3.53596 1.27777 -0.244 1.564 -0.689
H -1.07694 -1.70687 4.86561 1.290 -0.267 0.203
H 0.54080 1.71048 0.96166 -1.294 -0.423 -0.528
H -2.48566 1.58321 3.40917 1.330 0.539 -0.634
```
Positions in Å, forces in eV/Å.

Computed properties:
Kohn-Sham gap = 9.97 eV
F_max = 0.0683 Eh/bohr
DFT total energy = -1421.78514 hartree

3.
Below is a single C5H12O3Si molecule in a non-equilibrium geometry, with properties calculated with ωB97M-V/def2-TZVPD.

Structure (XYZ):
```
21
Properties=species:S:1:pos:R:3:forces:R:3
C 0.37557 0.52833 1.78133 0.594 -2.453 0.614
H -2.24395 0.46620 -0.98282 1.313 -0.840 -0.462
H 2.09452 -0.92963 -2.64787 -1.339 1.748 -0.427
C 1.33501 -0.03512 -2.75100 0.647 -2.650 2.598
H -0.80263 -0.89920 3.01881 0.175 -0.388 -0.517
H 0.76936 -2.55393 -0.53896 -0.318 -0.205 -0.337
O 1.01475 -1.65741 -0.34064 -0.345 1.919 -0.032
H -1.96211 -0.71064 -2.38189 1.209 0.572 2.286
O 0.37659 2.29687 0.21409 0.759 -1.114 -0.276
H -1.38148 0.65012 2.95376 -1.413 2.138 1.000
Si 0.38909 -0.21893 -1.04773 -0.919 -1.871 -1.551
C 0.48378 1.08140 0.37313 -1.790 1.599 0.264
H 1.88260 0.86056 -2.63859 0.710 1.127 -0.592
H 1.08528 -0.31109 1.64522 -0.176 -0.081 0.655
H 0.75822 -0.15066 -3.65406 -0.208 0.260 -0.104
C -0.97900 -0.06561 2.34310 1.165 -1.371 -3.920
H -1.82312 -1.20265 -0.58248 0.001 0.262 -0.650
O 0.87309 1.37522 2.75655 0.215 -2.824 1.843
C -1.55893 -0.39351 -1.30423 -0.988 -0.157 -0.757
H 0.91822 2.18546 2.37488 0.299 4.267 -1.590
H -1.60484 -0.31578 1.40940 0.412 0.062 1.956
```
Positions in Å, forces in eV/Å.

Computed properties:
energy relative to the best compared isomer or geometry (same formula, charge and spin) = 250.3 kJ/mol
Kohn-Sham gap = 9.80 eV
F_max = 0.0887 Eh/bohr
DFT total energy = -712.91913 hartree

4.
Below is C2H5N3O2 as an isolated structure in a non-equilibrium geometry, with properties calculated with ωB97M-V/def2-TZVPD.

Structure (XYZ):
```
12
Properties=species:S:1:pos:R:3:forces:R:3
H -1.15053 -0.35792 1.39014 -0.073 0.247 0.126
C -1.27760 0.21995 0.46134 0.460 -0.193 -0.144
N 0.91997 0.62839 0.47017 -1.604 1.023 -0.312
H 1.61797 1.93490 -0.68242 0.109 0.129 0.096
N -0.99776 -0.52087 -0.72138 1.619 0.589 0.239
H -2.22020 0.77305 0.45956 0.119 -0.080 0.022
H -1.81228 -0.98355 -1.11801 0.397 -0.532 0.202
O 2.02060 1.30254 -0.05963 -0.682 -0.336 0.168
O 0.74730 -2.06924 0.59888 0.244 1.793 -0.340
H 1.51362 -1.00686 -0.94826 -0.268 0.520 -0.110
N -0.17385 1.19542 0.26552 1.400 -0.116 0.485
C 0.81276 -1.11580 -0.11590 -1.720 -3.046 -0.432
```
Positions in Å, forces in eV/Å.

Computed properties:
energy relative to the best compared isomer or geometry (same formula, charge and spin) = 703.0 kJ/mol
Kohn-Sham gap (spin up / spin down) = 7.99 / 7.99 eV
F_max = 0.0685 Eh/bohr
DFT total energy = -393.75151 hartree

5.
Below is a 2-piece molecular cluster, C4H12 overall in a non-equilibrium geometry, with properties calculated with ωB97M-V/def2-TZVPD.

Structure (XYZ):
```
16
Properties=species:S:1:pos:R:3:forces:R:3
H -1.25261 -0.54713 -0.35022 -0.319 -0.316 -0.314
H 0.94056 0.91228 -2.35542 -0.489 1.424 0.576
H -2.44727 -2.07445 1.98082 -0.083 0.003 0.320
H -0.96307 -2.25211 0.20879 -0.077 0.031 -0.379
H 1.08234 -0.26174 -1.43711 0.414 -0.432 1.691
H -3.23838 -0.74950 1.17287 -0.116 0.245 -0.236
C 1.07496 0.81573 -1.25276 0.373 -0.638 -2.247
H -1.88677 -0.42228 2.30204 -0.551 0.111 0.341
C -1.13855 -1.21996 0.49363 -0.225 0.605 0.850
H 2.25610 1.69706 0.28022 -0.208 0.622 -0.138
H 0.24391 1.13470 -0.64008 -0.425 -0.117 -0.433
C -2.28563 -1.09208 1.54768 1.200 -0.447 -0.510
H -0.22592 -0.84670 0.96675 0.076 -0.320 -0.015
C 2.33789 1.52122 -0.79746 0.595 -0.715 1.081
H 3.25943 0.93013 -0.77439 -0.145 -0.172 -0.773
H 2.52193 2.44096 -1.34520 -0.020 0.114 0.186
```
Positions in Å, forces in eV/Å.

Computed properties:
energy relative to the best compared isomer or geometry (same formula, charge and spin) = 75.2 kJ/mol
Kohn-Sham gap = 12.34 eV
F_max = 0.0460 Eh/bohr
DFT total energy = -159.55632 hartree

6.
Below is an isolated ion of composition C3HO3 and charge -1 in a non-equilibrium geometry, with properties calculated with ωB97M-V/def2-TZVPD.

Structure (XYZ):
```
7
Properties=species:S:1:pos:R:3:forces:R:3
O -1.27920 -1.58003 -0.11156 -0.246 -2.768 -0.043
C 1.02249 0.90857 -0.08903 3.704 7.406 4.494
C -1.03022 -0.43863 0.16926 1.228 -1.850 -1.697
H 0.84677 -1.24841 -0.64048 0.810 -0.382 -0.494
C 0.68670 -0.30072 -0.21934 -0.900 1.376 0.297
O -1.67306 0.49821 0.41236 -1.716 4.144 1.625
O 1.42652 2.16100 0.47879 -2.879 -7.927 -4.183
```
Positions in Å, forces in eV/Å.

Computed properties:
energy relative to the best compared isomer or geometry (same formula, charge and spin) = 230.5 kJ/mol
net charge = -1
Kohn-Sham gap = 8.94 eV
F_max = 0.1832 Eh/bohr
DFT total energy = -340.59474 hartree

7.
Below is a single C4H7NO molecule, with properties calculated with ωB97M-V/def2-TZVPD.

Structure (XYZ):
```
13
Properties=species:S:1:pos:R:3:forces:R:3
N 0.69699 -0.63457 -1.75965 -0.002 -0.160 -0.240
C -0.74111 0.40043 0.87955 0.002 0.009 -0.026
O -1.66271 0.54335 1.85380 0.119 -0.096 0.005
C 0.74684 0.12141 -0.53499 -0.051 0.105 0.231
C 0.38250 -0.59300 0.81792 -0.042 -0.038 0.308
C -0.44766 1.00915 -0.26872 0.019 0.033 -0.173
H 1.12231 -0.51229 1.61212 0.077 -0.004 0.112
H 1.71124 0.63631 -0.49677 -0.044 -0.031 0.098
H -0.19668 -1.10647 -1.84794 0.053 -0.020 -0.009
H 1.43215 -1.33282 -1.78234 -0.074 0.012 -0.058
H -2.24830 1.28048 1.64409 0.051 -0.010 -0.036
H -0.86939 1.82026 -0.82985 -0.138 0.264 -0.130
H 0.07382 -1.63224 0.71278 0.029 -0.065 -0.082
```
Positions in Å, forces in eV/Å.

Computed properties:
energy relative to the best compared isomer or geometry (same formula, charge and spin) = 198.1 kJ/mol
Kohn-Sham gap = 9.62 eV
F_max = 0.0063 Eh/bohr
DFT total energy = -286.55620 hartree